A) {"formula": "C5H15NO", "method": "ωB97M-V/def2-TZVPD", "charge": 0, "gap_ev": 9.07, "homo_energy_ev": -8.44, "e_lumo_ev": 0.6, "elements": ["C", "N", "C", "C", "C", "C", "H", "H", "H", "H", "H", "H", "H", "H", "H", "H", "H", "H", "H", "H", "H", "O"], "positions_angstrom": [[-1.402, 0.763, -0.181], [-0.866, -0.357, -0.946], [-0.646, -1.579, -0.213], [0.826, -1.749, 0.227], [-1.520, -0.546, -2.225], [-0.788, 2.066, -0.667], [-1.057, 0.559, 0.827], [-2.485, 0.895, -0.278], [-0.764, -2.480, -0.796], [-1.207, -1.737, 0.720], [1.339, -0.909, 0.722], [0.899, -2.627, 0.865], [1.486, -1.701, -0.649], [-1.214, 0.290, -2.856], [-2.625, -0.588, -2.319], [-1.307, -1.497, -2.710], [-1.296, 2.462, -1.558], [-0.986, 2.932, -0.038], [0.260, 2.025, -0.944], [2.931, 1.572, 2.989], [3.647, 0.288, 3.065], [3.725, 1.195, 3.386]], "lowdin_charge": [-0.2472, -0.2343, -0.2729, -0.1028, -0.1062, -0.1051, 0.1091, 0.1149, 0.0996, 0.1105, 0.0570, 0.0663, 0.0709, 0.0779, 0.0841, 0.0767, 0.0659, 0.0650, 0.0727, 0.0294, 0.0296, -0.0612]}

=====

B) {"formula": "C5H15NO", "method": "ωB97M-V/def2-TZVPD", "charge": 0, "gap_ev": 10.34, "homo_energy_ev": -9.43, "e_lumo_ev": 0.9, "elements": ["C", "C", "C", "N", "H", "H", "H", "H", "H", "H", "H", "H", "H", "H", "C", "O", "C", "H", "H", "H", "H", "H"], "positions_angstrom": [[0.140, 0.135, 2.282], [-0.971, -0.665, 1.587], [-2.010, 0.272, 1.013], [-0.402, -1.449, 0.453], [0.812, -0.495, 2.875], [0.704, 0.692, 1.514], [-0.340, 0.819, 2.994], [-1.384, -1.320, 2.364], [-1.499, 1.058, 0.447], [-2.518, 0.828, 1.808], [-2.760, -0.192, 0.382], [0.441, -1.855, 0.779], [-0.986, -2.235, 0.145], [-0.069, -0.715, -1.209], [1.551, 0.295, -1.607], [0.472, -0.521, -1.991], [1.155, 1.802, -1.787], [2.465, 0.111, -2.186], [1.820, 0.078, -0.575], [1.862, 2.453, -1.244], [0.152, 2.008, -1.399], [1.157, 2.041, -2.862]], "lowdin_charge": [-0.0714, -0.4857, -0.0797, 0.0254, 0.0761, 0.0742, 0.0812, 0.1257, 0.0724, 0.0782, 0.0755, 0.0684, 0.1039, 0.0151, -0.3285, -0.1177, -0.0858, 0.1038, 0.0797, 0.0662, 0.0537, 0.0692]}

=====

C) {"formula": "C5H15NO", "method": "ωB97M-V/def2-TZVPD", "charge": 0, "gap_ev": 10.74, "homo_energy_ev": -9.85, "e_lumo_ev": 0.9, "elements": ["C", "C", "C", "C", "C", "N", "H", "H", "H", "H", "H", "H", "H", "H", "H", "H", "H", "H", "H", "H", "H", "O"], "positions_angstrom": [[0.472, -0.749, -0.954], [0.509, 0.571, -0.144], [0.739, 0.305, 1.346], [-0.856, 1.259, -0.362], [-0.983, 2.666, 0.218], [1.367, -1.833, -0.555], [-0.566, -1.075, -1.038], [0.726, -0.472, -1.981], [1.353, 1.190, -0.464], [1.718, -0.118, 1.554], [0.617, 1.233, 1.918], [-0.067, -0.304, 1.769], [-1.569, 0.582, 0.118], [-1.050, 1.202, -1.433], [-0.108, 3.249, -0.082], [-1.896, 3.125, -0.136], [-0.972, 2.621, 1.299], [2.312, -1.526, -0.764], [1.404, -1.918, 0.462], [-0.300, -3.315, -0.089], [-1.657, -2.993, -0.575], [-1.194, -3.699, -0.106]], "lowdin_charge": [-0.2666, -0.3803, -0.0840, -0.2477, -0.0962, -0.0032, 0.0893, 0.1174, 0.1341, 0.0693, 0.0702, 0.0906, 0.1106, 0.1082, 0.0786, 0.0673, 0.0603, 0.0758, 0.0582, -0.0016, 0.0204, -0.0709]}

=====

D) {"formula": "C5H15NO", "method": "ωB97M-V/def2-TZVPD", "charge": 0, "gap_ev": 10.25, "homo_energy_ev": -9.20, "e_lumo_ev": 1.1, "elements": ["C", "C", "C", "C", "C", "N", "H", "H", "H", "H", "H", "H", "H", "H", "H", "H", "H", "H", "H", "H", "H", "O"], "positions_angstrom": [[-0.322, 1.482, -0.422], [0.809, 0.717, 0.211], [0.277, -0.659, 0.701], [1.939, 0.509, -0.819], [3.164, -0.272, -0.388], [-1.403, 1.762, 0.545], [-0.793, 0.793, -1.133], [0.031, 2.402, -0.892], [1.145, 1.182, 1.145], [-0.747, -0.596, 1.054], [0.833, -1.123, 1.522], [0.364, -1.425, -0.078], [1.469, 0.086, -1.704], [2.194, 1.546, -1.071], [3.758, -0.378, -1.305], [2.937, -1.276, -0.036], [3.825, 0.214, 0.328], [-1.060, 2.182, 1.408], [-2.042, 2.451, 0.163], [-5.389, -3.912, -0.058], [-5.790, -2.493, 0.268], [-5.199, -3.193, 0.558]], "lowdin_charge": [-0.2779, -0.3964, -0.0836, -0.2500, -0.1046, -0.0163, 0.1208, 0.1093, 0.1350, 0.0620, 0.0709, 0.0769, 0.1113, 0.1068, 0.0712, 0.0659, 0.0722, 0.0673, 0.0593, 0.0325, 0.0292, -0.0619]}

=====

Which of them is most stable? Easy: C).

=====

A) {"formula": "C3H7NOP", "method": "ωB97M-V/def2-TZVPD", "charge": 1, "gap_ev": 8.55, "homo_energy_ev": -13.97, "e_lumo_ev": -5.4, "elements": ["C", "C", "C", "N", "O", "P", "H", "H", "H", "H", "H", "H", "H"], "positions_angstrom": [[-2.342, -1.240, 0.337], [-0.931, -1.217, -0.076], [-1.498, 0.003, 0.035], [2.322, 0.721, -0.056], [0.102, 1.940, -0.305], [-1.348, 1.669, -0.444], [-3.050, -1.671, -0.431], [-2.455, -1.445, 1.485], [-0.035, -1.634, -0.468], [2.177, 0.105, 0.756], [3.092, 1.294, 0.248], [1.236, 1.267, -0.123], [2.730, 0.207, -0.957]], "lowdin_charge": [-0.1130, -0.0117, -0.4111, 0.1694, -0.4546, 0.9973, 0.1194, 0.1391, 0.0992, 0.1180, 0.1031, 0.0509, 0.1940]}

=====

B) {"formula": "C3H7NOP", "method": "ωB97M-V/def2-TZVPD", "charge": 1, "gap_ev": 8.34, "homo_energy_ev": -13.99, "e_lumo_ev": -5.7, "elements": ["C", "C", "C", "N", "O", "P", "H", "H", "H", "H", "H", "H", "H"], "positions_angstrom": [[1.318, 0.266, 0.071], [0.627, 0.327, 1.403], [-0.023, -0.277, 0.181], [-1.079, 0.488, -0.565], [-1.456, -2.295, -1.446], [-0.288, -2.455, -0.493], [1.425, 1.238, -0.422], [2.159, -0.410, -0.073], [1.013, -0.382, 2.110], [0.336, 1.341, 1.770], [-1.521, -0.075, -1.304], [-0.709, 1.290, -1.137], [-1.802, 0.944, -0.094]], "lowdin_charge": [-0.1641, -0.0757, -0.4669, 0.1902, -0.5072, 1.0957, 0.1197, 0.1118, 0.1027, 0.1344, 0.1285, 0.1905, 0.1405]}

=====

Which of them is most stable? Easy: B).

=====

A) {"formula": "C20H28N2O5", "method": "ωB97M-V/def2-TZVPD", "charge": 0, "gap_ev": 9.49, "homo_energy_ev": -8.72, "e_lumo_ev": 0.8, "elements": ["C", "C", "O", "C", "C", "C", "C", "C", "C", "H", "H", "C", "O", "N", "H", "C", "C", "O", "O", "C", "H", "H", "C", "O", "N", "C", "C", "C", "C", "C", "C", "H", "H", "H", "H", "H", "H", "H", "H", "H", "H", "C", "H", "H", "H", "H", "H", "H", "H", "H", "H", "H", "H", "H", "H"], "positions_angstrom": [[-6.627, -2.362, -0.067], [-6.907, -0.895, -0.382], [-5.869, -0.293, -1.131], [-4.713, 0.071, -0.524], [-4.454, 0.005, 0.844], [-3.235, 0.431, 1.334], [-2.258, 0.949, 0.491], [-2.511, 0.997, -0.880], [-3.719, 0.561, -1.377], [-3.925, 0.585, -2.435], [-1.750, 1.334, -1.569], [-0.965, 1.375, 1.079], [-0.464, 0.827, 2.045], [-0.402, 2.472, 0.500], [-0.764, 2.779, -0.390], [0.971, 2.808, 0.774], [1.871, 2.189, -0.292], [1.467, 1.815, -1.359], [3.133, 2.104, 0.126], [4.058, 1.461, -0.755], [4.997, 1.396, -0.202], [4.199, 2.072, -1.652], [3.589, 0.081, -1.251], [3.662, -0.167, -2.438], [3.092, -0.785, -0.343], [3.359, -0.693, 1.088], [2.173, -1.194, 1.920], [1.647, -2.536, 1.430], [1.263, -2.398, -0.036], [2.455, -1.980, -0.897], [3.443, -3.120, -1.145], [2.960, -3.887, -1.746], [3.790, -3.576, -0.223], [4.299, -2.742, -1.698], [2.082, -1.665, -1.880], [0.866, -3.337, -0.424], [0.481, -1.639, -0.120], [2.396, -3.319, 1.557], [0.772, -2.816, 2.017], [2.491, -1.263, 2.961], [1.359, -0.468, 1.871], [4.662, -1.418, 1.458], [5.445, -1.180, 0.741], [4.986, -1.096, 2.445], [4.532, -2.495, 1.480], [3.502, 0.361, 1.336], [1.109, 3.893, 0.784], [1.231, 2.401, 1.754], [-3.026, 0.373, 2.392], [-5.189, -0.374, 1.536], [-7.103, -0.327, 0.535], [-7.785, -0.816, -1.029], [-7.475, -2.790, 0.461], [-5.738, -2.466, 0.549], [-6.471, -2.913, -0.991]], "lowdin_charge": [-0.0627, -0.2449, -0.0455, -0.2628, -0.0087, -0.0057, -0.1460, -0.0195, 0.0085, 0.1203, 0.1149, -0.4405, 0.0563, 0.0790, 0.1301, -0.0590, -0.4613, 0.1462, -0.0034, -0.0421, 0.1368, 0.1411, -0.4522, 0.0720, 0.0257, -0.3085, -0.1337, -0.1809, -0.1368, -0.3089, -0.0281, 0.0825, 0.0592, 0.0823, 0.1455, 0.1171, 0.1168, 0.1006, 0.1140, 0.1215, 0.0884, -0.0271, 0.0828, 0.0817, 0.0623, 0.1293, 0.1379, 0.1330, 0.1214, 0.1062, 0.1160, 0.1235, 0.0775, 0.0677, 0.0800]}

=====

B) {"formula": "C20H28N2O5", "method": "ωB97M-V/def2-TZVPD", "charge": 0, "gap_ev": 8.24, "homo_energy_ev": -7.53, "e_lumo_ev": 0.7, "elements": ["O", "C", "N", "C", "H", "C", "H", "H", "C", "C", "H", "C", "H", "H", "H", "C", "H", "C", "C", "C", "C", "C", "H", "O", "H", "H", "H", "H", "H", "H", "H", "H", "H", "C", "O", "H", "H", "H", "H", "N", "C", "C", "C", "C", "C", "C", "H", "O", "C", "O", "H", "H", "H", "H", "H"], "positions_angstrom": [[-2.398, -0.090, 1.842], [-2.206, -0.927, 0.983], [-1.055, -1.679, 0.955], [-0.474, -2.315, -0.208], [-1.236, -2.642, -0.917], [0.497, -1.369, -0.920], [0.973, -1.901, -1.745], [-0.074, -0.531, -1.328], [1.595, -0.822, 0.011], [0.955, -0.318, 1.315], [1.725, -0.092, 2.054], [-0.030, -1.321, 1.917], [-0.525, -0.876, 2.781], [0.481, -2.236, 2.228], [0.404, 0.602, 1.108], [2.270, 0.352, -0.732], [1.543, 1.161, -0.819], [3.545, 0.914, -0.097], [3.793, 2.364, -0.531], [5.116, 2.863, 0.049], [6.236, 1.907, -0.355], [5.857, 0.488, 0.063], [6.594, -0.238, -0.289], [4.629, 0.090, -0.504], [5.795, 0.429, 1.161], [7.178, 2.188, 0.118], [6.368, 1.935, -1.438], [5.328, 3.871, -0.309], [5.043, 2.900, 1.139], [2.969, 2.991, -0.190], [3.833, 2.401, -1.621], [3.475, 0.891, 1.003], [2.530, 0.030, -1.743], [2.623, -1.937, 0.309], [3.312, -2.374, -0.830], [3.932, -1.669, -1.069], [2.115, -2.819, 0.705], [3.327, -1.586, 1.076], [0.053, -3.210, 0.135], [-3.133, -1.252, 0.017], [-4.400, -0.705, -0.183], [-5.223, -1.321, -1.125], [-6.497, -0.844, -1.413], [-6.919, 0.268, -0.728], [-6.099, 0.889, 0.213], [-4.839, 0.432, 0.507], [-4.217, 0.910, 1.242], [-6.754, 1.968, 0.743], [-8.015, 2.005, 0.112], [-8.114, 0.943, -0.811], [-8.810, 1.910, 0.869], [-8.134, 2.965, -0.417], [-7.126, -1.327, -2.141], [-4.865, -2.196, -1.649], [-2.950, -2.069, -0.545]], "lowdin_charge": [0.0628, -0.4891, -0.0468, -0.1368, 0.1109, -0.1011, 0.1247, 0.1281, -0.4211, -0.0994, 0.1178, -0.1348, 0.1226, 0.1251, 0.1295, -0.0804, 0.1262, -0.3315, -0.1393, -0.1958, -0.1702, -0.1972, 0.1289, -0.1385, 0.1313, 0.1134, 0.1180, 0.1099, 0.1149, 0.1207, 0.1284, 0.1500, 0.1357, -0.2097, -0.0452, 0.0716, 0.1173, 0.1288, 0.1250, 0.1408, -0.2198, -0.0374, 0.0014, -0.2130, -0.1918, 0.0816, 0.1120, 0.0394, -0.1643, 0.0268, 0.1385, 0.1383, 0.1170, 0.1064, 0.1195]}

=====

Which of them is most stable? Easy: A).

=====

A) {"formula": "C3H9N", "method": "ωB97M-V/def2-TZVPD", "charge": 0, "gap_ev": 10.53, "homo_energy_ev": -9.45, "e_lumo_ev": 1.1, "elements": ["N", "H", "H", "H", "C", "C", "C", "H", "H", "H", "H", "H", "H"], "positions_angstrom": [[2.148, 1.751, 0.760], [1.642, 2.598, 0.963], [1.822, 1.463, -0.153], [3.132, 1.907, 0.598], [0.043, -1.005, 0.485], [-1.321, -0.878, -0.107], [-1.609, -0.356, -1.306], [0.732, -0.180, 0.327], [0.391, -1.978, 0.122], [0.082, -1.067, 1.576], [-2.110, -1.405, 0.422], [-2.576, -0.568, -1.732], [-0.796, 0.064, -1.877]], "lowdin_charge": [0.0162, 0.0101, -0.0039, 0.0095, -0.1196, -0.2469, -0.0221, 0.0254, 0.0814, 0.0709, 0.0871, 0.0435, 0.0484]}

=====

B) {"formula": "C3H9N", "method": "ωB97M-V/def2-TZVPD", "charge": 0, "gap_ev": 11.47, "homo_energy_ev": -10.42, "e_lumo_ev": 1.0, "elements": ["C", "C", "H", "H", "H", "H", "H", "H", "C", "N", "H", "H", "H"], "positions_angstrom": [[-1.025, 1.972, -0.824], [-2.354, 1.987, -0.067], [-1.185, 1.891, -1.997], [-0.427, 1.062, -0.574], [-0.518, 3.010, -0.705], [-2.199, 2.316, 0.975], [-2.962, 2.797, -0.530], [-2.905, 1.043, 0.066], [2.720, -2.925, 1.043], [2.494, -3.241, -0.223], [3.119, -1.991, 1.263], [2.757, -3.645, 1.847], [2.484, -4.275, -0.274]], "lowdin_charge": [-0.2057, -0.2101, 0.0880, 0.0585, 0.0851, 0.0559, 0.0664, 0.0618, -0.1076, 0.0051, 0.0239, 0.0499, 0.0288]}

=====

Which of them is most stable? Easy: A).

=====

A) {"formula": "C3H10OS2", "method": "ωB97M-V/def2-TZVPD", "charge": 0, "gap_ev": 8.24, "homo_energy_ev": -8.81, "e_lumo_ev": -0.6, "elements": ["C", "C", "S", "S", "C", "H", "H", "H", "H", "H", "H", "H", "H", "H", "H", "O"], "positions_angstrom": [[-0.824, -1.468, 1.004], [0.546, -1.389, 0.325], [0.678, 0.101, -0.756], [0.288, 1.494, 1.112], [1.557, 2.624, 0.601], [-1.518, -0.831, 0.459], [-1.293, -2.450, 0.971], [-0.678, -1.122, 2.026], [0.845, -2.153, -0.397], [1.372, -1.194, 1.008], [1.382, 3.333, -0.199], [2.476, 2.045, 0.483], [1.894, 3.186, 1.492], [-2.169, -1.355, -3.138], [-1.946, -0.266, -2.174], [-2.608, -0.555, -2.816]], "lowdin_charge": [-0.1983, -0.6242, 0.5547, 0.5539, -0.5795, 0.0420, 0.0704, 0.0584, 0.0548, 0.0422, 0.0339, 0.0156, 0.0348, 0.0340, -0.0189, -0.0737]}

=====

B) {"formula": "C3H10OS2", "method": "ωB97M-V/def2-TZVPD", "charge": 0, "gap_ev": 9.87, "homo_energy_ev": -9.49, "e_lumo_ev": 0.4, "elements": ["C", "C", "C", "S", "S", "H", "H", "H", "H", "H", "H", "H", "H", "H", "H", "O"], "positions_angstrom": [[0.834, -1.014, 0.423], [1.962, -0.576, -0.492], [-0.549, -0.690, -0.185], [-1.892, -0.427, 1.013], [-3.416, 0.016, -0.301], [0.845, -2.085, 0.618], [0.941, -0.520, 1.388], [1.915, -1.065, -1.455], [2.923, -0.807, -0.031], [1.900, 0.498, -0.657], [-0.495, 0.106, -0.924], [-0.830, -1.593, -0.740], [-3.265, 1.348, -0.407], [-0.284, 2.754, -0.032], [-0.618, 1.686, 0.991], [0.028, 2.368, 0.793]], "lowdin_charge": [-0.3190, -0.1109, -0.6043, 0.4377, 0.3332, 0.1018, 0.0956, 0.0717, 0.0750, 0.0694, 0.0610, 0.0669, -0.1983, 0.0378, -0.0531, -0.0645]}

=====

Which of them is most stable? Easy: B).